Molecular formula: C25H49ClO2P2Pm
Method: DFT, wB97M-V/def2-TZVPD

XYZ file:
```
80
Properties=species:S:1:pos:R:3:lowdin_charge:R:1
Pm 0.12 -0.06 -0.19 0.80
P -0.41 -2.62 -0.26 0.87
C 0.64 -3.13 -1.64 -0.54
C -0.04 -3.51 1.19 -0.58
C -2.11 -2.60 -0.84 -0.57
C 2.04 -2.51 -1.83 -0.16
H 0.05 -2.84 -2.53 0.11
C 0.77 -4.64 -1.57 -0.15
H 1.56 -4.95 -0.87 0.08
H 1.06 -5.00 -2.57 0.08
H -0.16 -5.14 -1.30 0.05
H 2.00 -1.55 -2.38 0.05
H 2.67 -3.20 -2.41 0.07
H 2.56 -2.33 -0.86 0.05
H -2.06 -2.03 -1.79 0.10
C -3.16 -1.92 0.03 -0.15
C -2.51 -4.03 -1.13 -0.15
H -2.07 -4.40 -2.06 0.07
H -3.61 -4.06 -1.26 0.08
H -2.26 -4.71 -0.31 0.07
H -2.74 -1.16 0.69 -0.01
H -3.70 -2.63 0.67 0.08
H -3.89 -1.39 -0.60 0.09
C 1.40 -3.31 1.71 -0.12
H -0.13 -4.50 0.77 0.07
C -1.05 -3.38 2.32 -0.10
H 2.14 -3.71 1.01 0.06
H 1.51 -3.86 2.66 0.08
H 1.62 -2.25 1.91 0.00
H -1.26 -2.34 2.59 0.02
H -0.65 -3.87 3.23 0.08
H -2.01 -3.87 2.08 0.08
Cl 0.34 -0.19 2.54 0.19
H 1.78 -0.27 -0.51 -0.16
H -1.69 0.25 -0.36 -0.06
P 0.37 2.58 -0.16 0.91
C -0.86 3.22 -1.32 -0.53
C 0.27 3.42 1.38 -0.53
C 1.98 2.64 -0.99 -0.57
C -2.27 2.60 -1.34 -0.15
H -0.41 3.00 -2.31 0.11
C -0.97 4.72 -1.13 -0.15
H -1.64 4.98 -0.29 0.08
H -1.42 5.15 -2.04 0.08
H -0.01 5.22 -0.98 0.05
H -2.30 1.65 -1.90 0.03
H -2.96 3.30 -1.85 0.07
H -2.67 2.43 -0.33 0.06
H 1.77 2.15 -1.97 0.10
C 3.14 1.88 -0.33 -0.17
C 2.36 4.10 -1.25 -0.14
H 1.76 4.54 -2.05 0.07
H 3.41 4.12 -1.57 0.07
H 2.28 4.71 -0.34 0.07
H 2.81 1.16 0.44 0.02
H 3.86 2.58 0.14 0.07
H 3.69 1.32 -1.11 0.07
C -1.05 3.30 2.10 -0.14
H 0.31 4.44 1.02 0.08
C 1.42 3.19 2.35 -0.11
H -1.89 3.82 1.64 0.08
H -0.99 3.52 3.15 0.07
H -1.37 2.26 2.08 -0.02
H 1.55 2.13 2.63 0.02
H 1.23 3.76 3.28 0.08
H 2.37 3.57 1.93 0.06
O -2.49 -0.76 2.35 -0.06
C -2.34 0.46 2.33 -0.22
O -1.32 1.18 1.05 -0.74
C -2.33 1.14 3.65 -0.23
C -2.95 2.29 4.01 -0.06
C -2.84 2.74 5.33 -0.09
C -2.16 2.00 6.30 -0.11
C -1.61 0.78 5.93 -0.07
C -1.71 0.36 4.61 -0.09
H -3.49 2.94 3.29 0.13
H -3.27 3.71 5.65 0.10
H -2.05 2.34 7.33 0.09
H -1.08 0.16 6.66 0.10
H -1.24 -0.61 4.42 0.07
```

⟨S²⟩: 6.0178
orbital gap (spin up / spin down): 4.2 / 4.1 eV
2S+1: 5
net charge: -1

---

Molecular formula: C14H17IN2O2Sn
Method: DFT, wB97M-V/def2-TZVPD

XYZ file:
```
37
Properties=species:S:1:pos:R:3:nbo_charge:R:1
C 2.09 3.54 0.39 -1.21
C 2.91 0.84 0.50 -1.25
H 2.05 3.93 -0.67 0.24
H 3.31 3.27 0.53 0.26
H 1.78 4.16 1.33 0.29
H 2.88 0.28 -0.50 0.23
H 3.75 1.66 0.13 0.19
H 3.19 0.54 1.57 0.31
C -2.16 1.92 -0.65 0.07
C -3.47 1.63 -1.08 -0.25
C -3.79 0.38 -1.59 -0.14
C -2.72 -0.49 -1.62 -0.23
H -1.97 2.94 -0.29 0.22
H -4.23 2.41 -1.01 0.23
H -4.80 0.13 -1.94 0.23
H -2.86 -1.46 -2.08 0.22
N -1.12 1.07 -0.57 -0.45
C -1.44 -0.16 -1.08 0.21
C -0.36 -1.16 -1.14 0.16
N 0.81 -0.76 -0.62 -0.45
C 1.81 -1.61 -0.53 0.06
C 0.58 -3.35 -1.61 -0.16
C 1.76 -2.92 -0.99 -0.24
H 2.71 -1.19 -0.09 0.24
H 2.64 -3.53 -0.87 0.23
C -0.48 -2.44 -1.72 -0.22
H -1.40 -2.70 -2.33 0.22
H 0.52 -4.37 -2.01 0.23
Sn 1.10 1.83 0.51 1.79
I -0.46 2.97 2.45 -0.49
C -0.93 -1.44 2.72 -0.27
O -0.67 -0.42 1.75 -0.57
C 0.56 0.10 1.78 0.47
O 1.45 -0.49 2.40 -0.71
H -0.56 -2.40 2.38 0.18
H -2.01 -1.51 2.84 0.19
H -0.47 -1.20 3.68 0.20
```

energy above the lowest of the compared OMol25 structures with the same formula, charge and spin: 169.06 kJ/mol
orbital gap: 6.2 eV
2S+1: 1
net charge: 0

---

Molecular formula: C18H38HgI2N2O2
Method: DFT, wB97M-V/def2-TZVPD

XYZ file:
```
63
Properties=species:S:1:pos:R:3:nbo_charge:R:1
Hg 1.79 1.03 0.29 1.04
I 3.26 -0.29 -1.65 -0.51
I 0.59 2.63 2.21 -0.52
C -0.11 -2.54 -0.68 -0.60
C 0.62 -3.28 0.48 0.12
C 1.85 -3.96 -0.09 -0.42
C 3.10 -3.85 0.84 -0.38
C 2.60 -3.88 2.30 -0.41
C 1.76 -2.61 2.60 0.13
N 1.09 -2.23 1.35 -0.20
O 0.20 -1.18 1.57 -0.58
C 0.78 -2.92 3.80 -0.65
C 2.63 -1.42 2.95 -0.63
C -0.40 -4.23 1.16 -0.64
H -0.19 -3.30 -1.46 0.20
H 0.51 -1.72 -1.03 0.23
H -1.10 -2.13 -0.45 0.21
H 1.80 -5.04 -0.29 0.21
H 2.14 -3.47 -1.02 0.23
H 3.68 -2.92 0.76 0.21
H 3.80 -4.68 0.63 0.21
H 3.47 -3.91 2.95 0.22
H 2.02 -4.76 2.47 0.19
H 0.08 -2.10 3.96 0.20
H 0.19 -3.78 3.61 0.21
H 1.32 -3.01 4.76 0.23
H 2.00 -0.63 3.31 0.23
H 3.29 -1.65 3.78 0.21
H 3.24 -1.19 2.05 0.22
H 0.12 -4.80 1.90 0.20
H -0.81 -4.86 0.36 0.22
H -1.26 -3.70 1.62 0.20
H -0.52 -1.53 2.12 0.45
C -0.95 3.68 -3.53 -0.65
C -0.35 3.49 -2.13 0.12
C -0.93 4.67 -1.29 -0.41
C -2.46 4.62 -0.95 -0.41
C -2.75 3.26 -0.23 -0.40
C -2.14 2.08 -1.02 0.10
N -0.72 2.33 -1.31 -0.18
O -0.11 1.16 -1.89 -0.62
C -2.15 0.96 0.01 -0.61
C -3.13 1.72 -2.14 -0.64
C 1.23 3.62 -2.17 -0.61
H -0.47 4.49 -4.08 0.23
H -2.00 3.90 -3.30 0.21
H -0.94 2.76 -4.16 0.21
H -0.46 4.72 -0.30 0.22
H -0.67 5.60 -1.80 0.21
H -3.18 4.75 -1.78 0.20
H -2.66 5.44 -0.27 0.22
H -3.84 3.03 -0.19 0.21
H -2.34 3.26 0.76 0.22
H -1.47 1.04 0.85 0.24
H -3.16 0.86 0.40 0.20
H -1.99 -0.03 -0.47 0.20
H -3.31 2.42 -2.92 0.22
H -2.78 0.82 -2.69 0.19
H -4.04 1.48 -1.62 0.22
H 1.61 3.45 -1.15 0.20
H 1.56 4.66 -2.35 0.21
H 1.72 2.94 -2.88 0.23
H -0.67 0.74 -2.56 0.46
```

orbital gap: 7.6 eV
2S+1: 1
net charge: 0

---

Molecular formula: C4H12N2O
Method: DFT, wB97M-V/def2-TZVPD

XYZ file:
```
19
Properties=species:S:1:pos:R:3:nbo_charge:R:1
C 0.55 -0.36 0.13 -0.22
N -0.03 -0.22 1.46 -0.66
C 0.70 0.55 2.43 0.10
O 0.17 1.85 2.61 -0.73
C -0.49 -0.17 -0.97 -0.22
N 0.12 -0.49 -2.29 -0.63
C -0.82 -1.11 -3.23 -0.41
H 1.08 -1.29 0.00 0.18
H 1.34 0.39 -0.04 0.19
H -0.32 -1.12 1.79 0.37
H 0.75 0.02 3.38 0.15
H 1.71 0.74 2.06 0.16
H -0.77 1.82 2.74 0.47
H -1.38 -0.77 -0.79 0.18
H -0.80 0.87 -0.91 0.18
H 0.41 0.42 -2.64 0.35
H -1.48 -0.38 -3.72 0.17
H -1.44 -1.80 -2.72 0.19
H -0.24 -1.67 -3.97 0.20
```

SMILES: CNCCNCO
energy above the lowest of the compared OMol25 structures with the same formula, charge and spin: 176.43 kJ/mol
orbital gap: 10.0 eV
2S+1: 1
net charge: 0

---

no.,energy (Eh)
1,-2883.3437
2,-1315.4774
3,-1717.4045
4,-344.3178